Version A
# CH7N4O

A cluster of 2 separate species, CH7N4O in total (the ωB97M-V functional and the def2-TZVPD basis, OMol25).

Values from the calculation:
Orbital gap (alpha / beta) ... 0.255 / 0.255 hartree
HOMO energy (alpha / beta) ... -14.09 / -14.09 eV

```
! wB97M-V def2-TZVPD RIJCOSX def2/J DEFGRID3
* xyz 1 1
C -0.1975 0.4328 -0.3068
N -0.6159 0.9777 -1.2806
N 0.6835 1.5459 0.8015
N 0.2451 -0.8268 -0.1181
N 0.4400 -1.3059 1.0519
O -1.3527 -1.3242 -1.7856
H 1.4854 1.5624 0.1343
H 1.1343 1.3665 1.6948
H -2.1782 -1.4883 -2.2572
H 0.4543 -2.3875 1.1753
H 0.5371 -0.5853 1.9019
H 0.2973 2.4957 0.9161
H -0.9328 -0.4631 -1.9276
*
```

Version B
# CH7N4O

A cluster of 2 separate species, CH7N4O in total (the ωB97M-V functional and the def2-TZVPD basis, OMol25).

Values from the calculation:
Orbital gap (alpha / beta) ... 0.118 / 0.119 hartree
HOMO energy (alpha / beta) ... -11.61 / -11.61 eV

```
! wB97M-V def2-TZVPD RIJCOSX def2/J DEFGRID3
* xyz 1 1
C -1.4581 -0.2401 -0.2463
N -2.5850 -0.2155 0.3939
N -1.4558 0.1457 -1.5120
N 3.8654 0.4380 0.6443
N -0.3199 -0.5963 0.2389
O 3.4162 0.2790 -0.4627
H -3.3545 0.2745 0.0814
H -2.6440 -0.6653 1.2073
H -2.3709 0.3924 -1.9381
H -0.6150 0.1319 -2.0364
H 3.4095 1.3140 1.2340
H 4.3942 -0.2397 1.2215
H -0.2822 -1.0185 1.1743
*
```

What should be chosen as the least stable of them? Choose version A.

Version A
# C6H10

The molecule C6H10 (the ωB97M-V functional and the def2-TZVPD basis, OMol25).

Values from the calculation:
Orbital gap ... 0.334 hartree
HOMO energy ... -7.91 eV

```
! wB97M-V def2-TZVPD RIJCOSX def2/J DEFGRID3
* xyz 0 1
C -0.2461 1.5370 -1.3713
C 0.3618 0.6003 -0.3314
C 0.4843 -1.4366 -0.5682
C 0.3519 -1.7633 0.8520
C -0.0285 -0.7672 1.6549
C -0.3027 0.5609 1.0067
H -0.3185 2.5640 -0.9680
H -1.2593 1.2222 -1.6326
H 0.3456 1.6191 -2.2930
H 1.4399 0.8578 -0.2102
H -0.1182 -2.0809 -1.2321
H 1.1920 -0.7824 -1.0031
H 0.3912 -2.7946 1.2183
H -0.2016 -0.9076 2.7135
H -1.3842 0.6922 0.8761
H 0.0501 1.3830 1.6377
*
```

Version B
# C6H10

The molecule C6H10 (the ωB97M-V functional and the def2-TZVPD basis, OMol25).

Values from the calculation:
Orbital gap ... 0.352 hartree
SMILES ... C=C/C(C)=C/C
HOMO energy ... -8.44 eV

```
! wB97M-V def2-TZVPD RIJCOSX def2/J DEFGRID3
* xyz 0 1
C 0.9662 -0.1245 2.3270
C 0.1537 -0.7217 1.4660
C -0.1977 -0.3005 0.0722
C -0.6068 -1.4443 -0.8003
C -0.0191 0.9787 -0.2481
C -0.2024 1.5025 -1.6522
H 1.3862 0.8415 2.2068
H 1.2713 -0.5551 3.2763
H -0.1958 -1.6790 1.8405
H 0.2730 -2.0542 -0.9809
H -1.0487 -1.0865 -1.7273
H -1.2166 -2.1261 -0.2291
H 0.2873 1.7149 0.4822
H -1.2515 1.8097 -1.7745
H 0.0663 0.8080 -2.4459
H 0.3346 2.4366 -1.8128
*
```

Version C
# C6H10

The molecule C6H10 (the ωB97M-V functional and the def2-TZVPD basis, OMol25).

Values from the calculation:
Orbital gap ... 0.301 hartree
HOMO energy ... -7.92 eV

```
! wB97M-V def2-TZVPD RIJCOSX def2/J DEFGRID3
* xyz 0 1
C -0.6579 -1.2441 0.6725
C -1.2904 0.1388 0.4305
C -0.5970 0.6208 -0.8525
C 0.8290 1.0438 -0.5159
C 1.5022 -0.2463 0.0160
C 0.6436 -1.4790 -0.0219
H -0.3018 -1.4068 1.7090
H -1.3752 -2.0535 0.4905
H -2.3757 0.0605 0.3072
H -1.1198 0.8411 1.2604
H -1.1615 1.3433 -1.4398
H 1.3543 1.3916 -1.4122
H 0.8533 1.8750 0.2045
H 1.7036 -0.1827 1.1012
H 2.4713 -0.4236 -0.4581
H -0.4780 -0.2788 -1.4915
*
```

Version D
# C6H10

The molecule C6H10 (the ωB97M-V functional and the def2-TZVPD basis, OMol25).

Values from the calculation:
Orbital gap ... 0.379 hartree
SMILES ... C1=CCCCC1
HOMO energy ... -9.10 eV

```
! wB97M-V def2-TZVPD RIJCOSX def2/J DEFGRID3
* xyz 0 1
C -0.0638 -1.2220 0.9561
C -0.9553 -1.2566 -0.0324
C -1.1451 -0.0528 -0.9202
C 0.2297 0.5739 -1.1754
C 0.8550 1.0448 0.1419
C 0.7065 0.0279 1.3075
H 0.1071 -2.1032 1.5731
H -1.5139 -2.1669 -0.2438
H -1.7966 0.6855 -0.4271
H -1.6371 -0.3262 -1.8596
H 0.8677 -0.1861 -1.6440
H 0.1607 1.4158 -1.8754
H 0.3808 1.9911 0.4300
H 1.9152 1.2708 -0.0192
H 0.1787 0.5194 2.1371
H 1.6885 -0.2460 1.7107
*
```

What should be chosen as the least stable of them? Choose version C.